1.
{"formula": "C38H24F2HfN2O4P", "method": "ωB97M-V/def2-TZVPD", "species": ["Hf", "F", "C", "C", "C", "C", "C", "F", "C", "C", "C", "C", "C", "C", "N", "H", "H", "H", "H", "H", "H", "O", "C", "O", "C", "C", "C", "C", "C", "C", "P", "C", "C", "C", "C", "C", "C", "C", "C", "C", "C", "C", "C", "H", "H", "H", "H", "H", "H", "H", "H", "H", "H", "H", "H", "H", "H", "O", "C", "N", "C", "O", "C", "C", "C", "C", "C", "C", "H", "H", "H", "H"], "xyz": [[-0.46, 1.28, -0.05], [3.73, -1.11, 2.86], [3.35, -0.19, 1.96], [2.00, -0.06, 1.67], [1.60, 0.89, 0.74], [2.56, 1.69, 0.09], [3.90, 1.49, 0.41], [4.86, 2.23, -0.18], [4.32, 0.56, 1.34], [2.08, 2.76, -0.83], [2.86, 3.49, -1.72], [2.28, 4.49, -2.46], [0.93, 4.79, -2.31], [0.20, 4.02, -1.44], [0.76, 3.02, -0.73], [1.30, -0.71, 2.19], [5.37, 0.44, 1.57], [3.91, 3.26, -1.83], [2.88, 5.06, -3.16], [0.45, 5.59, -2.86], [-0.86, 4.19, -1.29], [-2.35, 1.49, -1.28], [-1.72, 0.74, -2.08], [-0.44, 0.93, -2.16], [-2.25, -0.53, -2.61], [-3.34, -0.60, -3.45], [-3.79, -1.85, -3.87], [-3.16, -3.00, -3.40], [-2.09, -2.92, -2.52], [-1.61, -1.68, -2.12], [-0.28, -1.49, -0.85], [-0.42, -2.93, 0.23], [0.10, -4.16, -0.16], [-0.03, -5.27, 0.66], [-0.69, -5.15, 1.89], [-1.20, -3.92, 2.28], [-1.07, -2.81, 1.46], [1.28, -1.68, -1.75], [2.46, -2.00, -1.07], [3.67, -2.04, -1.75], [3.71, -1.76, -3.12], [2.54, -1.46, -3.80], [1.33, -1.41, -3.11], [-3.84, 0.30, -3.79], [-4.63, -1.93, -4.55], [-3.52, -3.97, -3.71], [-1.65, -3.83, -2.13], [0.62, -4.27, -1.11], [0.38, -6.22, 0.36], [-0.79, -6.01, 2.53], [-1.70, -3.83, 3.24], [-1.47, -1.86, 1.77], [2.45, -2.22, -0.01], [4.58, -2.28, -1.22], [4.65, -1.80, -3.65], [2.56, -1.26, -4.86], [0.43, -1.17, -3.65], [-1.77, 0.42, 1.44], [-1.82, 1.51, 2.10], [-1.22, 2.57, 1.54], [-1.32, 3.67, 2.47], [-0.88, 4.76, 2.29], [-2.08, 3.14, 3.66], [-2.46, 3.76, 4.83], [-3.17, 3.00, 5.75], [-3.48, 1.66, 5.51], [-3.09, 1.03, 4.32], [-2.39, 1.81, 3.42], [-2.21, 4.80, 5.01], [-3.49, 3.45, 6.68], [-4.04, 1.10, 6.25], [-3.33, 0.00, 4.13]], "fmax_ha_per_bohr": 0.0120, "gap_ev": 8.165, "e_above_lowest_ev": 0.033, "e_lumo_ev": -3.27, "charge": 1}



2.
{"formula": "C38H25Br2CeCl2N8O5S3", "method": "ωB97M-V/def2-TZVPD", "species": ["Ce", "C", "C", "C", "C", "C", "C", "Br", "C", "C", "Br", "C", "O", "C", "N", "H", "H", "H", "H", "H", "H", "N", "C", "C", "C", "C", "C", "C", "S", "O", "O", "N", "C", "N", "C", "C", "C", "N", "H", "H", "H", "H", "H", "H", "H", "H", "H", "S", "C", "S", "C", "C", "N", "C", "N", "Cl", "C", "C", "C", "C", "C", "Cl", "C", "N", "C", "C", "C", "C", "C", "C", "C", "C", "O", "O", "H", "H", "H", "H", "H", "H", "H", "H", "H", "H"], "xyz": [[-0.54, 1.40, 1.15], [-3.51, -0.07, -0.81], [-3.88, 0.05, 0.66], [-5.14, -0.48, 1.03], [-5.48, -0.42, 2.37], [-4.63, 0.31, 3.30], [-4.89, 0.40, 4.70], [-6.54, -0.27, 5.41], [-3.97, 1.01, 5.57], [-2.79, 1.53, 5.06], [-1.39, 2.23, 6.11], [-2.52, 1.46, 3.69], [-1.40, 1.92, 3.16], [-3.45, 0.81, 2.84], [-3.05, 0.64, 1.46], [-3.33, -1.12, -1.06], [-2.67, 0.58, -1.15], [-4.42, 0.22, -1.40], [-5.70, -0.94, 0.27], [-6.28, -1.08, 2.72], [-4.30, 0.95, 6.61], [4.43, 2.80, -4.76], [4.21, 2.11, -3.54], [3.35, 1.05, -3.47], [3.12, 0.44, -2.23], [3.71, 0.92, -1.08], [4.62, 1.93, -1.17], [4.88, 2.52, -2.41], [3.16, 0.26, 0.56], [4.23, 0.15, 1.49], [2.42, -0.97, 0.23], [2.01, 1.37, 0.96], [2.27, 2.56, 1.61], [1.09, 3.14, 1.91], [1.18, 4.31, 2.55], [2.40, 4.86, 2.87], [3.56, 4.18, 2.54], [3.47, 3.03, 1.81], [3.64, 2.70, -5.33], [4.38, 3.80, -4.50], [2.85, 0.69, -4.33], [2.50, -0.43, -2.10], [5.08, 2.29, -0.27], [5.52, 3.37, -2.64], [0.23, 4.89, 2.57], [2.51, 5.74, 3.43], [4.54, 4.64, 2.62], [-1.93, 3.47, 0.00], [-0.57, 3.38, -1.12], [-0.21, 1.80, -1.62], [0.25, 4.45, -1.49], [1.16, 4.29, -2.58], [1.82, 4.26, -3.53], [0.02, 5.78, -0.98], [-0.14, 6.88, -0.62], [-1.95, -5.86, -0.66], [-1.62, -5.01, -2.18], [-1.94, -5.67, -3.34], [-2.05, -4.94, -4.53], [-1.74, -3.65, -4.57], [-1.18, -3.00, -3.41], [-0.67, -1.35, -3.46], [-1.20, -3.68, -2.19], [-0.88, -3.11, -0.95], [0.31, -3.65, -0.37], [1.36, -4.21, -1.03], [2.50, -4.59, -0.36], [2.69, -4.25, 0.98], [1.70, -3.61, 1.66], [0.45, -3.41, 1.03], [-0.66, -2.75, 1.82], [-0.48, -1.26, 1.62], [-0.25, -0.48, 2.56], [-0.70, -0.84, 0.40], [-2.34, -6.76, -3.43], [-2.39, -5.38, -5.46], [-1.89, -3.04, -5.47], [-0.81, -2.08, -0.91], [1.22, -4.34, -2.05], [3.35, -4.97, -0.96], [3.65, -4.52, 1.33], [1.80, -3.27, 2.70], [-0.54, -3.08, 2.86], [-1.62, -3.06, 1.32]], "fmax_ha_per_bohr": 0.0764, "gap_ev": [6.465, 6.462], "e_above_lowest_ev": 0.846, "e_lumo_ev": [0.79, 0.79], "charge": -1}



3.
{"formula": "C38H25F7N6O2Rh", "method": "ωB97M-V/def2-TZVPD", "species": ["Rh", "C", "O", "C", "C", "C", "C", "C", "C", "C", "N", "C", "C", "N", "C", "C", "C", "C", "N", "C", "C", "N", "C", "C", "C", "C", "H", "H", "H", "H", "H", "H", "H", "H", "H", "H", "H", "H", "H", "H", "F", "C", "C", "C", "C", "C", "F", "C", "C", "C", "C", "C", "C", "N", "H", "H", "H", "H", "H", "H", "F", "C", "F", "C", "F", "F", "F", "O", "N", "C", "C", "C", "C", "C", "H", "H", "H", "H", "H"], "xyz": [[1.48, -2.03, -0.11], [-5.49, 10.07, 0.64], [-5.12, 9.35, -0.52], [-4.42, 8.20, -0.35], [-4.05, 7.68, 0.88], [-3.33, 6.49, 0.94], [-2.97, 5.81, -0.22], [-3.36, 6.34, -1.45], [-4.07, 7.52, -1.52], [-2.21, 4.55, -0.19], [-1.85, 3.88, -1.26], [-1.16, 2.79, -0.78], [-1.11, 2.81, 0.59], [-1.79, 3.95, 0.96], [-0.46, 1.81, 1.40], [-0.37, 1.79, 2.77], [0.31, 0.73, 3.40], [0.86, -0.26, 2.62], [0.79, -0.27, 1.28], [0.14, 0.76, 0.65], [0.10, 0.72, -0.75], [0.71, -0.35, -1.36], [0.70, -0.41, -2.70], [0.10, 0.53, -3.50], [-0.55, 1.62, -2.90], [-0.54, 1.72, -1.53], [-6.03, 10.94, 0.29], [-4.61, 10.38, 1.21], [-6.14, 9.47, 1.29], [-4.30, 8.18, 1.81], [-3.05, 6.11, 1.91], [-3.08, 5.82, -2.35], [-4.37, 7.94, -2.47], [-1.94, 4.28, 1.90], [-0.81, 2.59, 3.36], [0.41, 0.68, 4.47], [1.40, -1.08, 3.07], [1.20, -1.26, -3.14], [0.14, 0.42, -4.58], [-1.04, 2.39, -3.48], [6.38, -1.03, 2.26], [5.24, -1.74, 2.27], [4.25, -1.45, 1.36], [3.08, -2.19, 1.39], [2.89, -3.19, 2.35], [3.94, -3.46, 3.22], [3.86, -4.44, 4.15], [5.13, -2.75, 3.21], [1.55, -3.85, 2.42], [1.16, -4.75, 3.41], [-0.14, -5.22, 3.42], [-1.04, -4.79, 2.45], [-0.58, -3.92, 1.48], [0.68, -3.47, 1.46], [4.42, -0.68, 0.62], [5.92, -2.98, 3.91], [1.85, -5.07, 4.17], [-0.46, -5.90, 4.20], [-2.07, -5.12, 2.44], [-1.21, -3.57, 0.68], [2.33, -3.11, -2.88], [2.95, -2.71, -1.70], [3.79, -1.69, -2.06], [3.84, -3.92, -1.34], [4.33, -4.55, -2.41], [3.09, -4.83, -0.66], [4.87, -3.57, -0.57], [-0.20, -3.19, -1.31], [-0.12, -4.05, -2.29], [0.39, -5.27, -2.07], [0.51, -6.17, -3.11], [0.10, -5.81, -4.38], [-0.44, -4.55, -4.57], [-0.55, -3.68, -3.51], [0.70, -5.46, -1.05], [0.94, -7.14, -2.91], [0.20, -6.50, -5.21], [-0.78, -4.22, -5.55], [-0.93, -2.67, -3.56]], "fmax_ha_per_bohr": 0.0107, "gap_ev": [4.620, 5.628], "e_lumo_ev": [-0.08, -1.69], "s2": 8.785, "spin_multiplicity": 6, "charge": 0}